Model i:
{
  "formula": "C4H9NOS2",
  "method": "wB97M-V/def2-TZVPD",
  "symbols": ["O", "C", "C", "N", "S", "C", "C", "S", "H", "H", "H", "H", "H", "H", "H", "H", "H"],
  "positions_angstrom": [[1.0421, -1.8253, 0.6981], [0.9271, -0.4363, 0.8475], [-0.4484, -0.1435, 1.4908], [-1.0940, 0.9349, 1.3053], [-2.5646, 1.1777, 2.0845], [1.1718, 0.3899, -0.4102], [0.1694, 0.2882, -1.5136], [0.1714, -1.4055, -2.2726], [0.4859, -2.0545, -0.0899], [1.6700, -0.1790, 1.6095], [-0.7229, -0.8514, 2.2946], [-2.8208, 2.3498, 1.4906], [2.1324, 0.0672, -0.8627], [1.2672, 1.4800, -0.2609], [0.3821, 1.0500, -2.2887], [-0.8131, 0.4979, -1.0987], [-0.9556, -1.3403, -3.0235]],
  "smiles": "O[C@H](/C=N/S)CCS",
  "homo_ev": -9.09
}

***

Model ii:
{
  "formula": "C4H9NOS2",
  "method": "wB97M-V/def2-TZVPD",
  "symbols": ["C", "C", "C", "C", "H", "H", "H", "H", "H", "H", "H", "H", "H", "N", "O", "S", "S"],
  "positions_angstrom": [[-1.3228, 1.2574, 0.7618], [-0.5809, 1.5915, -0.5903], [0.5299, 0.6886, -0.8612], [0.8062, -0.9733, 0.9623], [-2.1371, 1.9661, 0.7542], [-0.8809, 1.5748, 1.6527], [-1.7093, 0.2961, 0.7484], [-0.4879, 2.7521, -0.6510], [-0.8968, 0.3584, -2.3348], [1.3599, 1.1642, -0.2269], [1.2306, 0.7725, -1.7307], [-1.6663, -1.6453, -0.2332], [0.4238, -2.0384, 1.4823], [0.4755, -0.6788, -0.3926], [-1.5934, 1.6388, -1.5331], [-0.6079, -1.6873, -1.0412], [1.7072, -0.1217, 1.9110]],
  "homo_ev": -9.03
}

***

Most stable of them? model i.

***

Model i:
{
  "formula": "CHClOS2",
  "method": "wB97M-V/def2-TZVPD",
  "symbols": ["O", "C", "Cl", "S", "S", "H"],
  "positions_angstrom": [[0.4880, 1.2200, -0.6603], [0.8695, 0.2825, -0.0355], [2.4888, 0.1362, 0.6840], [-0.0047, -1.2726, 0.4852], [-1.8587, -0.7763, -0.4385], [-1.9829, 0.4102, -0.0350]],
  "smiles": "O=C(Cl)SS",
  "homo_ev": -9.65
}

***

Model ii:
{
  "formula": "CHClOS2",
  "method": "wB97M-V/def2-TZVPD",
  "symbols": ["C", "O", "S", "S", "Cl", "H"],
  "positions_angstrom": [[1.4564, 0.6808, -0.3623], [1.7790, 1.6777, -0.8946], [-1.8517, -1.1687, 0.6868], [-0.9173, -1.2262, -1.0554], [2.1826, -0.0411, 0.9569], [-2.6490, 0.0776, 0.6686]],
  "homo_ev": [-9.10, -9.06]
}

***

Most stable of them? model i.

***

Model i:
{
  "formula": "C2H2Cl2O2",
  "method": "wB97M-V/def2-TZVPD",
  "symbols": ["C", "C", "O", "O", "Cl", "Cl", "H", "H"],
  "positions_angstrom": [[1.6323, -0.3384, -0.6136], [-0.8242, -0.0623, 0.1275], [2.0203, -1.4077, -0.4771], [-0.7261, -0.3673, 1.4065], [-1.5345, -1.3101, -0.8872], [-1.6294, 1.4552, -0.1961], [1.8410, 0.6560, -1.0778], [-1.5678, -0.8366, 1.7867]],
  "homo_ev": [-7.94, -8.27]
}

***

Model ii:
{
  "formula": "C2H2Cl2O2",
  "method": "wB97M-V/def2-TZVPD",
  "symbols": ["C", "C", "O", "O", "Cl", "Cl", "H", "H"],
  "positions_angstrom": [[0.5400, 0.0973, -1.3129], [-0.5514, 0.0061, 1.2671], [0.4771, 1.2802, -1.4264], [0.4741, -0.7333, -0.3161], [0.8455, -0.9036, -2.8203], [-0.1353, -0.7053, 2.6095], [-0.0974, 0.9073, 1.1075], [-1.5525, 0.0513, 0.8916]],
  "homo_ev": -10.36
}

***

Most stable of them? model ii.

***

Model i:
{
  "formula": "C3H5NO3S",
  "method": "wB97M-V/def2-TZVPD",
  "symbols": ["O", "C", "N", "S", "C", "C", "O", "O", "H", "H", "H", "H", "H"],
  "positions_angstrom": [[2.4659, 0.2256, -1.0617], [2.2728, 0.1055, 0.1293], [1.2092, 0.5992, 0.8437], [-0.0955, 1.4380, 0.0661], [-0.9355, 0.1380, -0.8242], [-1.3987, -1.0676, -0.0602], [-1.4819, -2.1684, -0.5364], [-1.8142, -0.8615, 1.1622], [2.8877, -0.4756, 0.8206], [1.0448, 0.2877, 1.7897], [-0.3475, -0.2423, -1.6928], [-1.7867, 0.5659, -1.2763], [-1.7242, 0.0404, 1.4143]],
  "smiles": "O=CNSCC(=O)O",
  "homo_ev": -10.07
}

***

Model ii:
{
  "formula": "C3H5NO3S",
  "method": "wB97M-V/def2-TZVPD",
  "symbols": ["O", "C", "C", "O", "C", "S", "N", "O", "H", "H", "H", "H", "H"],
  "positions_angstrom": [[0.6863, -0.1557, -1.3340], [0.4258, -0.2425, -0.1390], [0.0752, -1.6391, 0.5095], [-0.3499, -2.6431, -0.4962], [0.2986, 0.9170, 0.6465], [0.5575, 0.8910, 2.3819], [-0.0879, 2.0458, 0.0432], [-0.8598, 2.2768, -1.1602], [1.1002, -1.9122, 0.7621], [-0.6748, -1.6390, 1.3032], [-0.1455, -2.4921, -1.3951], [-0.8004, 2.7330, 0.6689], [-0.2254, 1.8603, -1.7907]],
  "smiles": "O=C(CO)C(=S)NO",
  "homo_ev": -9.25
}

***

Model iii:
{
  "formula": "C3H5NO3S",
  "method": "wB97M-V/def2-TZVPD",
  "symbols": ["C", "C", "C", "N", "O", "O", "O", "S", "H", "H", "H", "H", "H"],
  "positions_angstrom": [[-0.2216, -0.5471, 0.1271], [1.4417, 1.1024, -0.6641], [1.1398, -0.3619, -0.3790], [-0.9628, -1.7176, 0.2433], [-0.9370, 0.4290, 0.6155], [-2.3352, -0.8009, 2.3852], [-3.3178, -0.5088, 0.1674], [-2.1804, -0.7730, 0.9770], [0.7112, 1.6207, -1.3317], [2.2151, 1.1722, -1.3156], [1.4911, 1.7651, 0.1880], [1.0513, -0.8496, -1.3921], [1.9047, -0.5305, 0.3790]],
  "homo_ev": -10.88
}

***

Model iv:
{
  "formula": "C3H5NO3S",
  "method": "wB97M-V/def2-TZVPD",
  "symbols": ["C", "C", "C", "N", "O", "O", "O", "S", "H", "H", "H", "H", "H"],
  "positions_angstrom": [[-1.3671, -0.3454, -0.0855], [-0.2812, -1.6530, -0.0973], [-1.0078, 1.0430, -0.2772], [1.0223, -1.2711, -0.1769], [-0.7100, -2.7814, -0.1015], [-3.8187, -0.0246, 0.2894], [2.0039, -2.2991, -0.2750], [-2.8324, -1.0573, 0.3050], [0.1060, 1.2270, -0.3064], [-1.1779, 1.7329, 0.7035], [-1.5452, 1.7199, -0.9774], [1.2798, -0.2532, -0.0911], [1.4355, -3.1037, -0.2152]],
  "homo_ev": -9.24
}

***

Most stable of them? model i.

***

Model i:
{
  "formula": "C6H29NO9",
  "method": "wB97M-V/def2-TZVPD",
  "symbols": ["C", "C", "C", "C", "C", "C", "N", "H", "H", "H", "H", "H", "H", "H", "H", "H", "H", "H", "O", "H", "H", "O", "H", "H", "O", "H", "H", "O", "H", "H", "O", "H", "H", "O", "H", "H", "O", "H", "H", "O", "H", "H", "O", "H", "H"],
  "positions_angstrom": [[-3.4385, 0.5719, -1.4885], [-2.9205, 0.8081, -0.2945], [-1.4812, 0.4552, -0.0042], [-0.4734, 1.0996, -0.9333], [-1.0905, -0.2563, 1.0626], [-2.0449, -0.7100, 2.1172], [0.2735, -0.6987, 1.0814], [-4.4188, 0.9259, -1.7854], [-2.8052, 0.2084, -2.2787], [-3.3227, 1.4083, 0.5170], [0.1213, 1.8251, -0.3574], [0.3960, 0.5630, -1.3556], [-0.9770, 1.4641, -1.8213], [-2.9221, -0.0682, 2.0943], [-2.3549, -1.7385, 1.8842], [-1.6459, -0.7891, 3.1285], [0.9100, 0.0869, 1.1864], [0.4003, -1.3247, 1.8654], [2.3004, 2.5933, 2.9569], [1.3540, 2.7113, 3.1359], [2.2993, 2.8387, 2.0157], [3.5493, 2.8136, -0.4148], [2.9202, 2.8347, -1.1438], [3.6551, 3.7092, -0.0825], [3.4907, -0.1209, -1.9754], [3.1325, -0.8753, -2.4637], [3.1078, -0.2570, -1.0862], [3.1366, 0.3447, 0.6790], [3.5121, 1.1369, 0.2498], [3.8389, -0.2956, 0.8285], [-0.4534, 4.2786, 0.9759], [0.3517, 4.6728, 0.6351], [-0.5266, 3.3679, 0.6749], [0.4327, -3.7978, 1.4890], [-0.1180, -4.5055, 1.1364], [0.6570, -3.3019, 0.6724], [-3.0542, -1.9089, -2.9386], [-3.4181, -2.7458, -2.6309], [-2.1056, -2.0608, -2.8640], [-1.5827, -3.0739, -0.8942], [-2.2548, -3.0441, -0.2050], [-0.9663, -2.3745, -0.6339], [1.5767, -2.5932, -0.6840], [1.3999, -2.5212, -1.6339], [1.5594, -1.6562, -0.4167]],
  "smiles": "C=C/C(C)=C(\\C)N.O.O.O.O.O.O.O.O.O",
  "homo_ev": -8.29
}

***

Model ii:
{
  "formula": "C6H29NO9",
  "method": "wB97M-V/def2-TZVPD",
  "symbols": ["C", "N", "C", "C", "O", "C", "C", "C", "H", "H", "H", "H", "H", "H", "H", "H", "H", "H", "H", "H", "H", "O", "H", "H", "O", "H", "H", "O", "H", "H", "O", "H", "H", "O", "H", "H", "O", "H", "H", "O", "H", "H", "O", "H", "H"],
  "positions_angstrom": [[-0.6148, 0.6235, 2.7816], [-1.3770, 0.0367, 1.5978], [-0.3875, -0.7566, 0.8499], [0.3001, -0.1475, -0.3474], [-0.1957, 0.7599, -0.9774], [-0.9449, -2.1760, 0.4898], [-1.0955, -3.2335, 1.6267], [-2.3383, -2.0126, -0.1707], [0.0308, -0.1841, 3.2176], [-1.4535, 0.8847, 3.4576], [-0.0366, 1.5302, 2.6366], [-1.7176, 0.7966, 0.9976], [0.4792, -0.9273, 1.5520], [1.2461, -0.5507, -0.6041], [-0.0340, -2.6517, -0.0102], [-0.1002, -3.6422, 1.8645], [-1.5771, -4.1281, 1.2818], [-1.6230, -2.7966, 2.4599], [-2.3690, -1.0192, -0.6747], [-2.6317, -2.6302, -1.0471], [-3.1793, -1.9359, 0.4611], [-0.7668, 1.6513, -4.0878], [-1.4971, 1.8863, -4.6666], [-0.5665, 2.5090, -3.6644], [-1.5562, -1.7216, -3.4412], [-1.0841, -1.0393, -3.9277], [-0.9709, -2.4775, -3.5605], [2.4925, 1.2719, -0.7438], [2.9278, 1.2505, -1.6038], [2.1855, 2.2181, -0.7671], [-0.8358, 3.3964, -1.9272], [-1.1024, 3.0350, -1.0683], [-0.1889, 2.7109, -2.1513], [-2.9752, 1.6499, -0.4778], [-2.3107, 1.3764, -1.1755], [-3.3480, 0.8706, -0.0632], [4.2163, -2.3647, 0.6293], [4.1625, -1.6914, 1.3094], [3.4717, -2.9542, 0.7655], [1.7926, 3.8098, 1.7566], [2.3455, 2.9732, 1.9251], [2.5510, 4.1901, 1.2953], [3.3300, 0.5983, 1.6857], [3.1145, 0.7226, 0.7190], [4.2321, 0.2890, 1.7973]],
  "smiles": "CN[C@H](C=O)C(C)C.O.O.O.O.O.O.O.O",
  "homo_ev": -9.10
}

***

Most stable of them? model i.

***

Model i:
{
  "formula": "C17H23N3O3",
  "method": "wB97M-V/def2-TZVPD",
  "symbols": ["C", "C", "C", "C", "C", "C", "C", "C", "C", "C", "C", "C", "C", "C", "C", "C", "C", "H", "H", "H", "H", "H", "H", "H", "H", "H", "H", "H", "H", "H", "H", "H", "H", "H", "H", "H", "H", "H", "H", "H", "N", "N", "N", "O", "O", "O"],
  "positions_angstrom": [[0.5195, -2.3955, -0.0131], [0.2157, -1.5418, -1.1303], [1.3036, -1.5160, 1.0633], [1.2534, -2.0142, 2.6839], [2.3995, -3.0221, 2.9635], [-0.1449, -2.5404, 3.1108], [-1.2244, 0.0352, -2.2887], [-1.5086, -0.8526, -3.6479], [-0.1027, 1.1117, -2.4507], [-0.0278, 1.8181, -1.1800], [1.2073, 1.7940, -0.4693], [-0.7373, 2.9748, -0.6056], [0.0571, 3.3678, 0.4848], [-2.0676, 3.4739, -0.8151], [-0.4611, 4.3064, 1.4754], [-2.6066, 4.3403, 0.0420], [-1.8556, 4.6754, 1.1616], [2.2058, -3.1136, -0.8147], [1.0588, -4.2439, -1.0895], [-0.3790, -2.7216, 0.4135], [2.4085, -1.5591, 0.8456], [0.7941, -0.4979, 1.0841], [1.6307, -1.0762, 3.2880], [3.5210, -2.6394, 2.7077], [2.5082, -3.3028, 3.9693], [2.2901, -3.8250, 2.2222], [-0.5272, -3.3781, 2.3697], [-0.2767, -3.0367, 4.1547], [-0.8440, -1.6673, 2.8548], [-2.1199, -1.7652, -1.0186], [-2.0509, 0.5184, -1.9141], [0.8781, 0.7069, -2.6373], [-0.3329, 1.7678, -3.4222], [2.1094, 1.2818, -0.8349], [1.7050, 2.3439, 1.5314], [-2.6899, 3.1799, -1.7499], [-0.1295, 4.4610, 2.5538], [-3.5757, 4.9635, -0.0433], [-2.2538, 5.5490, 1.7458], [-1.7163, -0.8160, -5.4904], [1.3843, -3.6045, -0.2962], [-1.0070, -0.9550, -1.1528], [1.2287, 2.7269, 0.4979], [1.0653, -1.1285, -1.9426], [-1.7512, -2.0323, -3.4603], [-1.3536, -0.1513, -4.7561]],
  "homo_ev": -7.76
}

***

Model ii:
{
  "formula": "C17H23N3O3",
  "method": "wB97M-V/def2-TZVPD",
  "symbols": ["C", "O", "C", "C", "C", "C", "C", "N", "N", "C", "C", "C", "N", "C", "C", "C", "C", "O", "C", "C", "O", "C", "C", "H", "H", "H", "H", "H", "H", "H", "H", "H", "H", "H", "H", "H", "H", "H", "H", "H", "H", "H", "H", "H", "H", "H"],
  "positions_angstrom": [[1.5946, 3.9619, -2.1226], [0.2463, 3.7659, -1.7700], [-0.1905, 2.4915, -1.5690], [0.5890, 1.3491, -1.6839], [0.0168, 0.1150, -1.4365], [-1.3143, -0.0245, -1.0741], [-1.8522, -1.3400, -0.7667], [-3.1189, -1.7143, -1.0678], [-3.4000, -2.9520, -0.6819], [-2.3001, -3.3999, -0.1073], [-1.2793, -2.4365, -0.1263], [0.0802, -2.5903, 0.4768], [0.5488, -1.3530, 1.0891], [-0.3171, -0.9671, 2.1871], [1.9307, -1.4398, 1.5223], [2.4647, -0.1058, 2.0595], [3.9631, -0.2579, 1.8298], [4.1015, -0.9789, 0.6211], [2.9150, -1.7131, 0.3693], [-2.1080, 1.1370, -0.9883], [-3.4221, 0.9591, -0.6563], [-4.2263, 2.0951, -0.4482], [-1.5393, 2.3742, -1.2286], [1.8351, 3.4787, -3.0749], [2.2714, 3.5911, -1.3464], [1.7192, 5.0389, -2.2243], [1.6295, 1.4022, -1.9594], [0.6150, -0.7739, -1.5373], [-3.8229, -1.1378, -1.4990], [-2.2644, -4.3911, 0.2999], [0.7926, -2.8832, -0.3001], [0.0424, -3.4150, 1.2133], [-0.0842, 0.0486, 2.4976], [-1.3498, -0.9918, 1.8483], [-0.2169, -1.6391, 3.0545], [2.0567, -2.2211, 2.3000], [2.2274, 0.0672, 3.1059], [2.0610, 0.7022, 1.4485], [4.4879, 0.6934, 1.7182], [4.4253, -0.8218, 2.6545], [3.1685, -2.7748, 0.2786], [2.4945, -1.3610, -0.5789], [-5.1983, 1.7130, -0.1392], [-4.3422, 2.6791, -1.3667], [-3.8212, 2.7346, 0.3413], [-2.1090, 3.2861, -1.1619]],
  "smiles": "COc1ccc(-c2[nH]ncc2CN(C)[C@@H]2CCOC2)c(OC)c1",
  "homo_ev": -7.84
}

***

Model iii:
{
  "formula": "C17H23N3O3",
  "method": "wB97M-V/def2-TZVPD",
  "symbols": ["C", "C", "H", "H", "O", "C", "O", "N", "C", "H", "C", "N", "C", "C", "O", "C", "C", "C", "C", "N", "H", "C", "H", "H", "C", "C", "C", "H", "H", "H", "H", "H", "H", "H", "C", "C", "H", "H", "H", "H", "H", "H", "H", "H", "H", "H"],
  "positions_angstrom": [[-6.8431, 0.5947, -0.0011], [-5.9269, 0.0193, -1.2449], [-6.1375, 0.6491, -2.1991], [-6.2359, -1.0713, -1.3879], [-4.6557, 0.0282, -1.1887], [-4.1367, -0.8057, -0.1962], [-4.7408, -1.7877, 0.4210], [-2.7836, -0.4485, -0.2355], [-2.1774, 0.7368, -0.7560], [-2.4201, 0.8116, -1.6994], [-0.6678, 0.7161, -0.5977], [-0.1962, 0.3961, 0.6262], [0.4575, 1.3163, 1.2411], [1.5707, 2.2358, 0.5737], [1.4565, 3.3102, 0.1140], [2.6259, 1.2889, 0.2821], [3.7355, 1.7561, -0.5639], [4.7859, 1.1743, -0.9390], [5.0484, 0.0057, -0.6987], [5.9384, -0.9220, -0.7469], [6.5818, -0.8288, -1.6998], [5.4848, -2.2238, -0.3133], [6.4257, -2.6715, 0.1266], [5.3140, -2.8866, -1.1747], [4.3520, -1.9666, 0.1743], [4.0294, -0.6913, 0.1328], [2.8449, -0.2089, 0.5392], [2.1039, -0.3449, 1.0901], [3.4871, -2.8833, 0.2775], [4.6328, -2.3029, 1.5442], [5.5966, 1.8140, -1.6687], [3.5358, 2.9278, -1.0221], [-0.3090, 2.3063, 1.5426], [0.8262, 1.0907, 2.3069], [-1.0845, -0.4393, 1.5992], [-1.9219, -1.0777, 0.8201], [-1.3382, -1.9949, 0.0425], [-2.6493, -1.8125, 1.6964], [-1.6952, 0.3939, 2.1621], [-0.6116, -0.8358, 2.4266], [-0.0372, 1.3113, -0.8907], [-0.4837, -0.2813, -0.9877], [-2.5063, 1.5595, -0.0548], [-8.0029, 0.3644, -0.2801], [-6.7798, 0.1003, 0.7505], [-6.4924, 1.5782, 0.0575]],
  "homo_ev": -7.47
}

***

Most stable of them? model ii.